The following is a DFT calculation (ωB97M-V/def2-TZVPD) of a single C22H28FNO molecule.

Output
SMILES string   OCC1(CCCc2ccccc2)CCN(Cc2ccc(F)cc2)CC1
Kohn-Sham gap   8.930 eV
Net charge   0
Molar mass   341.47 g/mol
E_HOMO   -8.14 eV

Geometry (Å):
O -2.6485 -0.6439 1.2099
H -2.6635 -0.1509 2.0376
C -2.1098 0.1667 0.1960
H -2.7073 1.0832 0.0799
H -2.2123 -0.4278 -0.7137
C -0.6243 0.5519 0.3975
C -0.5047 1.4546 1.6396
C 0.9505 1.6524 2.0911
N 1.6994 0.4315 2.2790
C 1.6076 -0.4321 1.1223
C 0.1783 -0.7286 0.6574
H -0.3467 -1.2990 1.4251
H 0.2075 -1.3436 -0.2418
H 2.1533 0.0647 0.3114
H 2.1256 -1.3675 1.3451
C 1.6415 -0.1891 3.5880
C 0.3048 -0.7344 4.0425
C -0.0637 -2.0452 3.7588
C -1.3023 -2.5361 4.1305
C -2.1733 -1.6985 4.8018
C -1.8315 -0.3966 5.1190
C -0.5877 0.0748 4.7374
H -0.3067 1.0876 4.9890
H -2.5282 0.2258 5.6589
F -3.3841 -2.1652 5.1735
H -1.5964 -3.5494 3.9089
H 0.6296 -2.6947 3.2445
H 1.9783 0.5656 4.3069
H 2.3757 -1.0003 3.5839
H 1.4866 2.2434 1.3392
H 0.9681 2.2210 3.0237
H -1.0571 1.0022 2.4658
H -0.9474 2.4317 1.4309
C -0.1522 1.3354 -0.8427
C 0.0599 0.5235 -2.1191
H 0.8964 -0.1656 -1.9928
H -0.8275 -0.0654 -2.3550
C 0.3686 1.4460 -3.3058
C 0.6437 0.6371 -4.5404
C 1.9306 0.1982 -4.8244
C 2.1819 -0.5801 -5.9400
C 1.1458 -0.9335 -6.7873
C -0.1411 -0.5042 -6.5118
C -0.3889 0.2741 -5.3952
H -1.3953 0.6084 -5.1852
H -0.9540 -0.7759 -7.1696
H 1.3409 -1.5398 -7.6596
H 3.1889 -0.9110 -6.1499
H 2.7434 0.4735 -4.1668
H 1.2384 2.0608 -3.0639
H -0.4816 2.1099 -3.4761
H -0.8946 2.1134 -1.0447
H 0.7857 1.8412 -0.6096


The following is a DFT calculation (ωB97M-V/def2-TZVPD) of C22H28IMnN4O2 as an isolated structure.

Output
Kohn-Sham gap (spin up / spin down)   3.536 / 4.680 eV
Net charge   +3
Spin multiplicity   2
Molar mass   562.33 g/mol
E_HOMO (spin up / spin down)   -16.94 / -16.96 eV

Geometry (Å):
Mn 0.0729 0.2734 -0.8531
C -0.1820 -3.3905 -0.6755
N -0.3543 -3.2745 -2.1204
C -0.5485 -4.5134 -2.8876
C 0.0766 -4.3600 -4.2609
C -0.5312 -3.1434 -4.9284
N -0.4208 -1.9677 -4.0518
C -0.3399 -0.6713 -4.7213
C -0.3664 -2.0952 -2.7356
O -0.3469 -1.0041 -1.9896
H 0.4185 -4.2721 -0.4649
H -1.1424 -3.5065 -0.1678
H 0.3445 -2.5291 -0.2731
H -1.6174 -4.7273 -2.9645
H -0.0850 -5.3300 -2.3390
H -0.1085 -5.2478 -4.8614
H 1.1567 -4.2349 -4.1651
H -1.5865 -3.3103 -5.1571
H -0.0203 -2.9163 -5.8623
H 0.5809 -0.6207 -5.3035
H -0.3396 0.1414 -4.0039
H -1.1842 -0.5522 -5.3995
C 1.3129 1.1132 7.0903
C 0.7316 1.0236 5.7411
C 1.5618 1.0696 4.5968
C 1.0626 0.9762 3.3306
C 2.0097 1.0371 2.1781
C -0.3735 0.8166 3.1549
C -1.0181 0.6620 1.9341
O -0.5408 0.6159 0.7208
C -1.2399 0.8158 4.3262
C -2.7316 0.7415 4.2177
C -0.6643 0.9017 5.5604
H 2.3859 1.2790 7.0696
H 1.1048 0.1906 7.6461
H 0.8308 1.9000 7.6787
H 2.6303 1.1812 4.7297
H 3.0277 1.1918 2.5250
H 1.7491 1.8418 1.4869
H 1.9958 0.0930 1.6342
H -2.1030 0.5877 1.9767
H -3.0666 -0.1674 3.7135
H -3.1296 1.5979 3.6678
H -3.1853 0.7512 5.2045
H -1.3004 0.8973 6.4368
I -3.0278 4.7869 -2.6598
C -1.1099 3.9938 -2.3284
C 0.0430 4.6894 -2.6917
C 1.2812 4.1107 -2.4423
C 1.3514 2.8652 -1.8540
N 0.2350 2.1993 -1.5080
C -0.9736 2.7530 -1.7370
H -0.0226 5.6665 -3.1528
H 2.1967 4.6233 -2.7043
H 2.3028 2.3960 -1.6476
H -1.8572 2.2012 -1.4325
N 3.0957 -0.1592 -1.1958
C 1.9594 0.0089 -1.0799


The following is a DFT calculation (ωB97M-V/def2-TZVPD) of a single C22H28N2O3S molecule.

Output
SMILES string   COc1ccc([C@@H](CNC(=O)c2cc3c(s2)CCCC3)N2CCOCC2)cc1
Kohn-Sham gap   8.759 eV
Net charge   0
Molar mass   400.54 g/mol
E_HOMO   -8.20 eV

Geometry (Å):
C 1.0152 -1.7303 4.2259
H 1.7711 -1.6729 3.4359
O 0.4329 -0.4732 4.4678
C -0.1370 0.1845 3.4212
C -0.3374 -0.3558 2.1571
C -0.8970 0.4194 1.1568
C -1.2719 1.7347 1.3884
C -1.1012 2.2566 2.6652
C -0.5488 1.4943 3.6701
H -0.3999 1.8988 4.6584
H -1.3883 3.2783 2.8677
C -1.7067 2.6247 0.2482
N -2.4693 1.8570 -0.7348
C -2.8114 2.5878 -1.9455
H -1.9075 2.9429 -2.4404
C -3.5395 1.6436 -2.9057
O -4.7106 1.1136 -2.3375
C -4.4058 0.4366 -1.1408
C -3.7048 1.3574 -0.1450
H -3.4707 0.8037 0.7649
H -4.3827 2.1904 0.1138
H -5.3555 0.0832 -0.7363
H -3.7561 -0.4258 -1.3553
H -3.8482 2.1779 -3.8060
H -2.8584 0.8236 -3.1840
H -3.4613 3.4535 -1.7253
H -2.3054 3.4698 0.6397
C -0.4060 3.2156 -0.3464
N 0.4561 2.1738 -0.8424
C 1.4381 1.6765 -0.0314
O 1.8893 2.2927 0.9158
C 1.9509 0.3554 -0.4082
C 1.7261 -0.4401 -1.4983
C 2.4054 -1.6751 -1.4322
C 3.1285 -1.8098 -0.2802
S 3.0047 -0.4133 0.7319
C 3.9576 -2.9961 0.0736
C 3.5642 -4.1821 -0.8094
C 3.4889 -3.7492 -2.2716
C 2.3490 -2.7518 -2.4723
H 2.4021 -2.3076 -3.4689
H 1.3879 -3.2716 -2.3966
H 3.3352 -4.6180 -2.9138
H 4.4341 -3.2822 -2.5556
H 4.2931 -4.9850 -0.6898
H 2.5891 -4.5614 -0.4967
H 3.8355 -3.2440 1.1303
H 5.0146 -2.7559 -0.0817
H 1.1153 -0.1572 -2.3384
H 0.0119 1.5333 -1.4820
H -0.6164 3.9361 -1.1401
H 0.1399 3.7231 0.4528
H -1.0470 -0.0110 0.1777
H -0.0450 -1.3691 1.9295
H 1.4908 -2.0204 5.1617
H 0.2623 -2.4799 3.9583


Largest force on an atom list, top to bottom, in hartree/bohr: 0.0096, 0.0406, 0.0144
Energy above the lowest of the compared OMol25 structures with the same formula, charge and spin list, top to bottom, in kJ/mol: 3.7, 61.6, 96.2